DFT (ωB97M-V/def2-TZVPD) results for a molecular structure, C5H11Cl8OY in a non-equilibrium geometry.

Cartesian coordinates (Å):
Y -2.97057 16.37621 23.21777
C -1.80849 13.44853 21.56823
O -2.20081 14.66389 22.17211
H -2.33285 13.31338 20.62349
H -0.73134 13.31261 21.46283
H -2.14469 12.64355 22.22992
C 0.23629 14.22877 24.77561
Cl -0.91888 13.88878 26.05647
Cl 0.08602 15.91723 24.22882
H 1.23462 14.08267 25.18121
H 0.10813 13.49468 23.98728
C -3.89254 11.27882 24.12278
Cl -3.49440 11.14558 25.83919
Cl -5.56518 10.76227 23.82845
H -3.88901 12.33342 23.86749
H -3.23870 10.64541 23.53720
C 1.94517 11.60910 19.73317
Cl 2.72055 11.39068 18.19419
Cl 2.73889 12.86302 20.71241
H 0.88619 11.84562 19.64197
H 1.92491 10.68567 20.30822
C -3.55570 14.95738 18.15751
Cl -5.24099 15.50667 18.29289
Cl -2.65502 15.96934 17.01654
H -2.98172 15.02309 19.07437
H -3.63005 13.94691 17.77498

- net charge = +2
- orbital gap (eV) = 3.87
- energy (eV) = -108613.425
- largest force on an atom (eV/A) = 6.2

=====

DFT (ωB97M-V/def2-TZVPD) results for a single C4H5ClS2 molecule in a non-equilibrium geometry.

Cartesian coordinates (Å):
C -2.48882 -0.44859 -0.10243
C -1.14452 0.33200 -0.00836
C 1.60289 0.23761 0.34335
C 2.77051 -0.17650 -0.15143
H -3.13809 -0.02237 -0.86567
H -3.04699 -0.36137 0.78476
H -2.27333 -1.46741 -0.36285
H 1.50698 1.16572 0.91173
H 2.86755 -1.14731 -0.58066
S -1.09068 1.95220 -0.02442
S 0.19767 -0.77473 0.10266
Cl 4.23684 0.71074 -0.04667

- orbital gap (eV) = 8.53
- energy (eV) = -38420.925
- SMILES = CC(=S)S/C=C/Cl
- largest force on an atom (eV/A) = 2.1

=====

DFT (ωB97M-V/def2-TZVPD) results for a single C5H10O2 molecule.

Cartesian coordinates (Å):
O 2.78521 -0.44469 -0.92507
C 1.74154 -0.91405 -0.10257
C 0.39674 -0.28138 -0.40370
C -0.72777 -0.79037 0.48372
C -1.78817 0.28810 0.29715
C -0.93605 1.55100 0.03660
O 0.41321 1.11750 -0.13158
H 2.80017 0.51464 -0.81686
H 1.98073 -0.77734 0.96354
H 1.66694 -1.99395 -0.28630
H 0.18318 -0.44666 -1.47402
H -0.36421 -0.79892 1.51879
H -1.04319 -1.80097 0.22153
H -2.44501 0.38544 1.16390
H -2.42648 0.06040 -0.56116
H -0.96715 2.24878 0.88034
H -1.26971 2.08246 -0.86431

- orbital gap (eV) = 10.87
- energy (eV) = -9441.677
- SMILES = OC[C@H]1CCCO1
- largest force on an atom (eV/A) = 0.4

=====

DFT (ωB97M-V/def2-TZVPD) results for a single C4H5NO molecule.

Cartesian coordinates (Å):
O -1.43532 -1.94383 0.90286
C -0.65079 -1.07100 0.62667
C -0.90984 0.07926 -0.36961
C 0.49483 0.59290 -0.64044
N 1.19120 0.15079 0.60226
C 0.70867 -0.83061 1.32540
H -1.48316 -0.22873 -1.24589
H -1.48396 0.83913 0.17683
H 0.58823 1.67343 -0.77950
H 2.02163 0.64524 0.90045
H 0.95851 0.09341 -1.49904

- orbital gap (eV) = 8.73
- energy (eV) = -7764.336
- largest force on an atom (eV/A) = 0.7

=====

DFT (ωB97M-V/def2-TZVPD) results for 6 unconnected molecules or ions with the total composition C22H51BN4O12S2 in a non-equilibrium geometry.

Cartesian coordinates (Å):
C -4.15142 -3.18093 -3.21770
C -3.18236 -2.02176 -2.97698
C -3.87815 -0.80037 -2.33169
C -3.34154 -0.15102 -1.02297
B -4.54091 0.81945 -0.49583
N -4.87868 1.13741 0.83082
O -5.32308 1.42521 -1.48973
C -2.14935 0.86518 -1.22774
C -1.34366 0.71952 -2.52895
N -0.54692 -0.50369 -2.66042
C -1.32425 1.02484 0.08499
C -0.60323 2.39499 0.06973
C 0.47247 2.68712 1.12517
C -0.14870 3.27074 2.40901
S 0.76268 3.05981 3.92398
O 0.01378 2.23504 4.82080
O 1.23538 4.33259 4.38558
O 2.03543 2.25040 3.39744
C -0.56769 -0.23950 0.55976
C -0.47315 -0.23561 2.14387
N -0.71944 -1.51328 2.75847
C 0.86898 -0.47468 0.08538
C 1.57390 0.32782 -0.79479
C 2.89240 0.03417 -1.07663
C 3.46944 -1.06811 -0.48152
C 2.68696 -1.83372 0.35807
N 1.42732 -1.54233 0.64334
O -1.29241 -1.43130 0.16801
S -2.87108 -1.39744 0.19285
O -3.29041 -0.94391 1.48939
O -3.29575 -2.68720 -0.24227
H -3.61408 -4.12472 -3.32855
H -4.82715 -3.30279 -2.36895
H -4.75126 -3.02174 -4.11715
H -2.79711 -1.70871 -3.95215
H -2.33105 -2.37091 -2.40142
H -4.91163 -1.08906 -2.12189
H -3.95986 -0.00482 -3.07473
H -4.23474 0.96438 1.58444
H -5.34260 2.02992 0.93698
H -4.85166 2.05938 -2.03422
H -2.62137 1.85630 -1.33278
H -2.02945 0.81966 -3.37713
H -0.69030 1.59535 -2.61046
H -0.87546 -1.05761 -3.44230
H 0.39706 -0.25537 -2.93396
H -2.10305 1.15910 0.84194
H -0.19787 2.63279 -0.91403
H -1.39990 3.13663 0.21001
H 1.08107 1.82438 1.36543
H 1.15283 3.43892 0.71844
H -0.28096 4.34841 2.31132
H -1.12486 2.81604 2.58450
H 2.74780 2.40238 4.03968
H -1.17244 0.49820 2.54794
H 0.52838 0.11625 2.41480
H 0.13500 -2.01826 2.93909
H -1.30895 -1.45912 3.57162
H 1.11139 1.18221 -1.26019
H 3.46289 0.66191 -1.75192
H 4.50622 -1.32666 -0.65564
H 3.10732 -2.71329 0.83716
C 2.88139 -3.42050 4.27324
O 1.84205 -2.45273 4.33925
H 2.44486 -4.37428 3.98580
H 3.63507 -3.14299 3.53020
H 3.36820 -3.53116 5.24212
H 2.25507 -1.62212 4.59574
C -1.38472 -1.21956 -7.12093
O -1.47814 -0.62949 -5.81623
H -1.20346 -2.27996 -6.97161
H -2.31566 -1.09002 -7.67469
H -0.55809 -0.79344 -7.69252
H -1.66039 0.30961 -5.92787
C 1.63228 1.45729 -5.41898
O 1.42132 0.11484 -5.81906
H 2.69482 1.66578 -5.52243
H 1.08011 2.16428 -6.04673
H 1.34818 1.61937 -4.37208
H 0.47954 -0.07985 -5.72880
C 5.17371 0.75637 2.28492
O 4.97237 1.55229 1.12752
H 5.83249 1.31341 2.94809
H 4.23066 0.55768 2.80540
H 5.64932 -0.19859 2.04427
H 4.38711 1.06000 0.54276
C 3.64878 -0.23608 7.07974
O 3.56336 -1.61582 6.73982
H 4.65577 0.09184 6.83234
H 2.92958 0.36456 6.51321
H 3.47849 -0.07070 8.14571
H 2.67521 -1.91862 6.95654

- orbital gap (eV) = 8.28
- energy (eV) = -76517.621
- SMILES = CCC[C@]1(B(N)O)[C@H](CN)[C@H](CCCS(=O)(=O)O)[C@](CN)(c2ccccn2)OS1(=O)=O.CO.CO.CO.CO.CO
- largest force on an atom (eV/A) = 1.1

=====

DFT (ωB97M-V/def2-TZVPD) results for a single C3H5N3 molecule in a non-equilibrium geometry.

Cartesian coordinates (Å):
C 0.31055 1.07525 -0.14893
C 1.57575 0.47201 -0.05745
C 1.26698 -0.94825 -0.00894
H -2.44583 -0.15497 -0.83819
H -2.14918 -0.40416 0.89295
H -0.17768 1.99649 0.14677
H 2.48921 1.10182 0.09094
H 1.86465 -1.94405 0.28273
N -1.97211 0.03657 0.08517
N -0.61385 -0.00557 -0.24268
N -0.14848 -1.22513 -0.20237

- orbital gap (eV) = 10.05
- energy (eV) = -7659.241
- SMILES = Nn1cccn1
- largest force on an atom (eV/A) = 7.5

=====

DFT (ωB97M-V/def2-TZVPD) results for 2 unconnected molecules or ions with the total composition C4H11NO in a non-equilibrium geometry.

Cartesian coordinates (Å):
C -2.37860 -0.90494 0.51615
C -1.75126 0.01152 1.47178
C -0.61965 -0.64233 2.24955
H -1.65301 -1.57961 0.11834
H -2.88265 -0.39747 -0.41680
H -3.07298 -1.55353 0.97687
H -2.63678 0.33149 2.17151
H -1.40729 0.84391 0.94443
H -0.27489 0.24852 2.92673
H -0.96866 -1.66570 2.64208
H 0.28354 -0.81302 1.73159
C 2.43441 1.08554 -3.01045
N 3.54820 0.88842 -2.25069
O 2.20708 2.24806 -3.48643
H 1.64031 0.24184 -2.93865
H 3.82298 1.72928 -1.71626
H 3.70924 -0.07198 -1.92978

- orbital gap (eV) = 10.68
- energy (eV) = -7862.735
- SMILES = NC=O.CCC
- largest force on an atom (eV/A) = 4.6

=====

DFT (ωB97M-V/def2-TZVPD) results for a gas-phase ion, C3H4NO (charge +1) in a non-equilibrium geometry.

Cartesian coordinates (Å):
C 0.06144 -0.97889 0.01784
C -1.36348 0.63675 -0.02741
C 0.94819 0.17286 -0.00298
N 0.27384 1.30328 -0.07509
O -1.16779 -0.61616 0.00050
H 0.31389 -2.06360 -0.11716
H -2.34246 1.21992 0.16712
H 1.63460 0.01057 0.79500
H 1.64176 0.31527 -0.75782

- net charge = +1
- orbital gap (alpha / beta) (eV) = 8.67 / 8.67
- energy (eV) = -6699.699
- largest force on an atom (eV/A) = 8.5

=====

- Among the records above, which one has the highest largest force on an atom?
  C3H4NO